DFT (ωB97M-V/def2-TZVPD) results for C35H40N3RbS3 as an isolated structure.

Geometry as XYZ:
```
82
Properties=species:S:1:pos:R:3:mulliken_charge:R:1
Rb 1.267 0.527 -0.753 0.53
C -0.477 0.203 -5.138 -1.17
C 0.791 -0.587 -4.964 0.81
C 1.736 -0.676 -5.976 -0.90
C 2.906 -1.400 -5.799 -0.83
C 3.140 -2.047 -4.597 -0.90
C 2.216 -1.986 -3.558 1.51
C 2.501 -2.665 -2.241 -1.24
C 1.044 -1.256 -3.763 -0.43
N 0.114 -1.084 -2.696 0.65
C -0.774 -1.953 -2.450 0.02
C -0.994 -3.242 -3.182 -1.40
C -1.702 -1.686 -1.287 0.42
C -3.046 -1.118 -1.637 -1.45
N -1.265 -1.986 -0.136 0.17
C -2.140 -1.890 0.993 -0.89
C -2.193 -0.729 1.773 1.47
C -1.353 0.474 1.455 -0.24
C -3.037 -0.721 2.878 -1.20
C -3.798 -1.830 3.209 -0.84
C -3.725 -2.969 2.425 -0.93
C -2.899 -3.017 1.308 1.37
C -2.822 -4.247 0.446 -1.29
H -0.477 0.728 -6.091 0.44
H -0.599 0.938 -4.340 0.20
H -1.360 -0.441 -5.111 0.24
H 1.552 -0.164 -6.913 0.40
H 3.636 -1.455 -6.595 0.43
H 4.053 -2.613 -4.455 0.43
H 3.218 -3.474 -2.378 0.42
H 1.606 -3.082 -1.780 0.21
H 2.941 -1.968 -1.521 0.08
H -0.352 -3.325 -4.056 0.41
H -2.039 -3.333 -3.487 0.40
H -0.792 -4.071 -2.498 0.32
H -2.908 -0.145 -2.113 0.34
H -3.674 -1.005 -0.755 0.41
H -3.555 -1.758 -2.362 0.38
H -1.431 0.772 0.407 0.19
H -0.304 0.280 1.683 -0.46
H -1.654 1.339 2.043 0.36
H -3.093 0.176 3.484 0.47
H -4.444 -1.807 4.077 0.42
H -4.317 -3.841 2.678 0.39
H -1.784 -4.536 0.268 0.26
H -3.282 -4.084 -0.532 0.23
H -3.338 -5.082 0.918 0.46
C 1.718 0.340 4.373 -0.45
C 1.735 -1.159 4.105 -0.95
S 1.750 -1.641 2.357 0.30
C 3.420 -2.285 2.119 -0.92
C 4.552 -1.271 1.950 -0.69
S 4.227 -0.121 0.591 -0.09
C 4.162 1.517 1.385 -0.83
C 2.989 1.810 2.315 0.71
S 3.254 1.220 4.017 -0.19
H 1.528 0.503 5.435 0.47
H 0.903 0.824 3.832 0.06
H 0.839 -1.610 4.537 0.51
H 2.595 -1.622 4.593 0.38
H 3.334 -2.896 1.217 0.34
H 3.650 -2.975 2.934 0.46
H 5.479 -1.802 1.730 0.50
H 4.694 -0.690 2.859 0.27
H 4.096 2.201 0.536 0.38
H 5.120 1.707 1.869 0.41
H 2.075 1.366 1.937 -0.86
H 2.821 2.884 2.339 0.51
N -4.847 8.433 2.173 -0.53
C -4.017 7.695 1.874 0.04
C -2.985 6.757 1.502 0.56
C -2.854 6.349 0.177 -0.50
C -1.879 5.434 -0.172 -0.60
C -1.009 4.899 0.788 0.54
C -1.153 5.327 2.115 -0.48
C -2.126 6.243 2.470 -0.53
C -0.007 3.940 0.428 -0.45
C 0.854 3.107 0.142 -0.79
H -3.521 6.751 -0.574 0.43
H -1.775 5.115 -1.200 0.45
H -0.485 4.925 2.865 0.47
H -2.227 6.563 3.499 0.43
```

## Properties
Kohn-Sham gap = 7.3439 eV
charge = 0
highest occupied orbital energy = -0.270 hartree
electronic energy = -2740.53970 hartree
LUMO = 0.00 eV

***

DFT (ωB97M-V/def2-TZVPD) results for C35H41AsBN4OS4ScSi2 as an isolated structure.

Geometry as XYZ:
```
90
Properties=species:S:1:pos:R:3:mulliken_charge:R:1
Sc -0.997 -0.408 -0.641 -0.60
S -0.528 1.624 1.133 -0.08
S -1.935 0.850 2.443 -0.25
S -3.691 0.855 1.388 -0.15
S -3.575 -0.657 -0.034 -0.36
B 0.074 -1.399 -3.947 0.54
N 1.242 -1.072 -2.977 -0.25
C 2.554 -1.101 -3.230 -0.36
C 3.241 -0.796 -2.066 -1.31
C 2.232 -0.601 -1.124 -1.31
N 1.035 -0.761 -1.685 1.08
N -0.867 -2.424 -3.251 -0.16
C -1.255 -3.622 -3.700 -0.25
C -2.176 -4.156 -2.814 -1.31
C -2.288 -3.184 -1.819 -0.52
N -1.500 -2.147 -2.093 0.89
H 0.543 -1.929 -4.930 -0.23
H -0.547 -0.408 -4.196 -0.32
H 2.906 -1.336 -4.221 0.45
H 4.306 -0.728 -1.926 0.43
H 2.291 -0.373 -0.070 0.95
H -0.852 -4.005 -4.623 0.44
H -2.682 -5.104 -2.876 0.39
H -2.886 -3.173 -0.920 0.47
C -1.872 -3.124 2.787 -0.97
Si -0.335 -2.976 1.708 0.46
C -0.186 -4.570 0.693 -1.12
C 1.165 -2.987 2.866 -0.88
O -0.387 -1.680 0.774 0.35
H -1.902 -4.076 3.330 0.36
H -2.767 -3.038 2.166 0.22
H -1.909 -2.305 3.510 0.17
H 0.117 -5.411 1.327 0.43
H 0.558 -4.451 -0.098 0.24
H -1.131 -4.835 0.213 0.26
H 1.231 -3.943 3.399 0.45
H 1.096 -2.195 3.615 0.01
H 2.097 -2.839 2.315 0.23
C 6.400 0.315 4.832 -0.43
C 5.258 0.533 5.588 -0.70
C 4.023 0.688 4.969 -0.18
C 3.907 0.627 3.584 0.22
C 5.061 0.393 2.837 -0.19
C 6.297 0.247 3.448 -0.65
As 2.189 0.765 2.563 0.55
C 1.141 1.467 4.042 0.07
C 0.414 0.735 4.967 -0.44
C -0.302 1.394 5.958 -0.60
C -0.299 2.781 6.011 -0.92
C 0.412 3.518 5.076 -0.40
C 1.137 2.867 4.085 1.18
C 1.901 3.518 3.008 0.36
C 2.018 4.889 2.808 -0.74
C 2.734 5.370 1.722 -0.80
C 3.328 4.490 0.827 -0.53
C 3.209 3.118 1.015 -0.67
C 2.509 2.635 2.108 0.20
H 7.363 0.194 5.315 0.33
H 5.326 0.585 6.669 0.38
H 3.145 0.869 5.577 0.29
H 4.993 0.324 1.755 0.37
H 7.180 0.073 2.844 0.38
H 0.384 -0.347 4.905 -0.02
H -0.886 0.825 6.671 0.43
H -0.873 3.293 6.774 0.32
H 0.386 4.601 5.113 0.34
H 1.538 5.585 3.486 0.36
H 2.814 6.438 1.561 0.37
H 3.861 4.874 -0.034 0.36
H 3.641 2.435 0.292 0.44
C -1.934 3.457 -1.614 -1.21
Si -1.383 1.787 -2.382 1.03
C -2.631 1.642 -3.839 -1.36
C 0.271 2.310 -3.229 0.06
C 0.508 2.275 -4.606 -0.01
C 1.750 2.579 -5.151 -0.58
C 2.806 2.936 -4.324 -0.55
C 2.599 2.983 -2.950 -0.32
C 1.356 2.673 -2.420 -0.25
H -2.065 4.218 -2.393 0.34
H -1.208 3.817 -0.882 0.24
H -2.881 3.329 -1.080 0.33
H -2.663 2.556 -4.448 0.30
H -3.629 1.482 -3.419 0.28
H -2.414 0.797 -4.494 0.32
H -0.299 1.986 -5.273 0.20
H 1.896 2.531 -6.226 0.32
H 3.780 3.165 -4.742 0.34
H 3.418 3.248 -2.289 0.29
H 1.222 2.699 -1.339 0.19
```

## Properties
Kohn-Sham gap = 5.3938 eV
charge = -2
highest occupied orbital energy = -0.047 hartree
electronic energy = -6846.05725 hartree
LUMO = 4.12 eV

***

DFT (ωB97M-V/def2-TZVPD) results for C35H41Cl3GeN4O2PbSi2 as an isolated structure.

Geometry as XYZ:
```
89
Properties=species:S:1:pos:R:3:lowdin_spin:R:1
Pb 0.162 -0.412 -1.454 0.00
C 4.474 -2.992 -2.144 0.00
O 3.386 -3.313 -3.120 0.00
C 2.256 -2.927 -2.535 0.00
N 2.325 -2.281 -1.415 0.00
C 3.748 -2.173 -1.012 0.00
C 4.064 -2.654 0.405 0.00
C 2.955 -2.938 1.263 0.00
C 3.187 -3.316 2.586 0.00
C 4.517 -3.370 3.066 0.00
C 5.575 -3.118 2.222 0.00
C 5.359 -2.686 0.912 0.00
C 0.973 -3.212 -3.270 0.00
C 0.925 -4.274 -4.223 0.00
C -0.349 -4.606 -4.711 0.00
C -1.477 -3.933 -4.265 0.00
C -1.371 -2.891 -3.304 0.00
N -0.117 -2.433 -2.963 0.00
C -2.501 -2.415 -2.541 0.00
N -2.543 -1.837 -1.361 0.01
C -3.933 -1.446 -1.133 0.05
C -4.733 -2.179 -2.206 0.01
O -3.699 -2.617 -3.168 0.00
C -4.472 -1.641 0.254 0.27
C -3.678 -1.404 1.439 0.13
C -4.162 -1.764 2.694 0.03
C -5.513 -2.160 2.798 0.29
C -6.301 -2.286 1.694 0.12
C -5.823 -1.929 0.420 0.06
H 5.179 -2.391 -2.730 0.00
H 4.896 -3.950 -1.819 0.00
H 3.955 -1.046 -1.036 0.00
H 1.922 -3.001 0.840 0.00
H 2.356 -3.591 3.250 0.00
H 4.703 -3.489 4.133 0.00
H 6.587 -3.379 2.522 0.00
H 6.211 -2.415 0.271 0.00
H 1.831 -4.851 -4.507 0.00
H -0.376 -5.430 -5.423 0.00
H -2.449 -4.113 -4.601 0.00
H -4.045 -0.335 -1.364 0.03
H -5.434 -1.549 -2.771 0.00
H -5.229 -3.120 -1.804 0.00
H -2.728 -0.991 1.217 0.00
H -3.534 -1.678 3.588 0.00
H -5.913 -2.495 3.745 0.01
H -7.341 -2.544 1.772 0.00
H -6.515 -1.917 -0.470 0.00
C -1.090 1.970 3.543 0.03
Si 0.398 1.958 2.329 0.08
C 0.734 0.082 2.049 0.02
C 1.772 2.377 3.448 0.00
C 0.111 2.953 0.812 0.57
C -1.157 2.767 0.131 0.08
C -2.329 3.588 0.392 0.02
C -3.446 3.610 -0.441 0.00
C -3.366 2.774 -1.621 0.00
C -2.192 2.051 -1.824 0.00
N -1.226 1.926 -0.922 0.03
Si 0.974 4.500 0.427 0.08
C 0.064 6.010 1.179 0.04
C 2.668 4.677 1.277 0.00
C 1.098 4.690 -1.504 0.01
H -0.929 1.204 4.311 0.00
H -1.987 1.670 2.969 0.00
H -1.264 2.944 4.032 0.00
H 0.600 -0.418 2.971 0.00
H 1.851 -0.100 1.840 0.00
H 0.138 -0.387 1.268 0.00
H 1.870 1.719 4.304 0.00
H 1.615 3.427 3.845 0.00
H 2.720 2.258 2.892 0.00
H -2.279 4.274 1.298 0.00
H -4.310 4.212 -0.179 0.00
H -4.230 2.717 -2.317 0.00
H -2.011 1.516 -2.762 0.00
H -0.102 5.868 2.248 0.00
H -0.946 6.003 0.715 0.00
H 0.570 7.001 0.929 0.01
H 2.778 5.745 1.450 0.00
H 3.434 4.357 0.551 0.00
H 2.679 4.148 2.220 0.00
H 0.162 5.064 -1.971 0.00
H 1.331 3.749 -1.964 0.00
H 1.872 5.409 -1.737 0.00
Cl 4.370 4.232 -2.019 -0.22
Ge 4.725 2.005 -1.876 -0.42
Cl 4.651 1.564 0.370 -0.21
Cl 2.371 1.378 -2.404 -0.11
```

## Properties
Kohn-Sham gap (spin up / spin down) = 4.0018 / 2.8325 eV
charge = +3
highest occupied orbital energy (spin up / spin down) = -0.557 / -0.557 hartree
2S+1 = 2
electronic energy = -5956.16961 hartree
expectation value of S² = 1.778
LUMO (spin up / spin down) = -11.17 / -12.34 eV

***

Number 1: F_max 0.4 eV/Å. Number 2: F_max 0.8 eV/Å. Number 3: F_max 4.3 eV/Å.